1.
Here is a structure of composition CHPS3 from the Open Molecules 2025 dataset. Energies are from ωB97M-V/def2-TZVPD.

Values from the calculation:
spin multiplicity: 1
maximum force: 0.032 Eh/bohr
LUMO energy (spin up / spin down): -1.2 / -1.2 eV
Kohn-Sham gap (spin up / spin down): 0.210 / 0.210 Eh
energy: -42844.178 eV

Geometry (Å):
C 0.868 0.533 -0.137
P -1.945 -1.016 -0.015
S -0.236 1.654 -0.254
S -2.699 0.725 0.113
S 1.355 -1.038 0.193
H 2.657 -0.858 0.099

***

2.
Here is a structure of composition CHBr2IO2S from the Open Molecules 2025 dataset. Energies are from ωB97M-V/def2-TZVPD.

Values from the calculation:
spin multiplicity: 1
maximum force: 0.051 Eh/bohr
LUMO energy (spin up / spin down): -2.0 / -2.0 eV
Kohn-Sham gap (spin up / spin down): 0.266 / 0.266 Eh
energy: -164164.066 eV

Geometry (Å):
C -0.585 -0.369 0.907
O 0.360 1.883 -0.059
O -0.616 0.423 -1.863
S -0.090 0.634 -0.545
Br -2.315 0.381 0.782
Br -0.664 -2.094 0.192
I 2.445 -0.675 -0.263
H 1.466 -0.182 0.848

***

3.
Here is a cluster of 9 separate species, C44H60F4O10 in total from the Open Molecules 2025 dataset. Energies are from ωB97M-V/def2-TZVPD.

Values from the calculation:
spin multiplicity: 1
maximum force: 0.074 Eh/bohr
LUMO energy: 0.6 eV
Kohn-Sham gap: 0.349 Eh
energy: -77943.699 eV
structure (SMILES): CCOC(C)=O.CCOC(C)=O.CCOC(C)=O.CCOC(C)=O.CCOC(C)=O.Fc1ccccc1.Fc1ccccc1.Fc1ccccc1.Fc1ccccc1

Geometry (Å):
C 2.962 4.604 -6.793
C 3.310 3.548 -5.757
O 2.132 3.161 -5.131
C 2.095 2.139 -4.186
C 0.733 2.083 -3.564
O 2.924 1.346 -3.804
H 2.591 5.447 -6.209
H 2.299 4.188 -7.552
H 3.910 4.843 -7.273
H 3.686 2.728 -6.369
H 4.113 3.788 -5.060
H 0.565 1.507 -2.654
H 0.060 1.607 -4.276
H 0.437 3.116 -3.383
C 0.895 -3.425 6.622
C 1.367 -3.037 5.198
O 2.739 -3.080 4.823
C 3.526 -2.141 5.331
C 5.059 -2.236 5.123
O 3.091 -1.143 5.920
H 1.127 -4.480 6.766
H -0.185 -3.349 6.743
H 1.289 -2.727 7.361
H 0.903 -3.784 4.554
H 0.961 -2.056 4.953
H 5.686 -2.434 5.993
H 5.412 -1.245 4.838
H 5.259 -3.002 4.374
C 2.480 -3.880 -0.331
C 1.299 -3.507 -1.241
O 1.664 -3.649 -2.610
C 1.725 -4.876 -3.131
C 2.378 -4.789 -4.527
O 1.177 -5.901 -2.705
H 3.268 -3.128 -0.290
H 2.910 -4.882 -0.349
H 2.112 -3.768 0.689
H 0.437 -4.093 -0.925
H 1.035 -2.470 -1.031
H 1.731 -4.201 -5.178
H 2.559 -5.739 -5.029
H 3.282 -4.196 -4.390
C -7.507 -4.371 -1.558
C -6.041 -4.690 -1.888
O -5.041 -4.123 -1.020
C -4.677 -2.804 -1.211
C -3.447 -2.344 -0.458
O -5.294 -2.033 -1.949
H -7.779 -3.370 -1.895
H -7.651 -4.314 -0.478
H -8.194 -5.062 -2.047
H -5.875 -5.757 -1.744
H -5.731 -4.530 -2.921
H -2.520 -2.620 -0.962
H -3.395 -2.664 0.583
H -3.581 -1.276 -0.289
C -7.727 -0.817 5.481
C -6.927 -2.017 4.813
O -5.576 -1.665 4.453
C -4.939 -2.358 3.421
C -3.498 -1.909 3.206
O -5.473 -3.143 2.614
H -8.600 -1.075 6.081
H -8.061 -0.205 4.643
H -7.067 -0.348 6.211
H -6.963 -2.863 5.499
H -7.508 -2.341 3.949
H -3.255 -1.067 3.853
H -3.417 -1.498 2.199
H -2.665 -2.603 3.319
F 4.142 5.325 0.008
C 3.044 5.854 -0.506
C 2.747 7.187 -0.437
C 1.490 7.535 -0.837
C 0.576 6.687 -1.510
C 0.949 5.350 -1.702
C 2.177 4.967 -1.174
H 3.457 7.915 -0.074
H 1.164 8.562 -0.774
H -0.357 7.145 -1.804
H 0.252 4.679 -2.183
H 2.508 3.941 -1.099
F -1.085 -0.834 0.655
C 0.170 -0.572 1.018
C 0.863 -1.528 1.669
C 2.172 -1.324 2.074
C 2.805 -0.051 1.800
C 2.048 0.898 1.102
C 0.768 0.626 0.685
H 0.244 -2.400 1.819
H 2.824 -2.105 2.437
H 3.701 0.362 2.240
H 2.337 1.899 0.815
H 0.111 1.354 0.233
F -1.224 2.875 -1.062
C -2.610 2.971 -1.288
C -3.318 1.886 -1.696
C -4.661 1.933 -1.988
C -5.284 3.171 -2.005
C -4.559 4.338 -1.647
C -3.207 4.220 -1.350
H -2.801 0.942 -1.602
H -5.044 0.992 -2.353
H -6.301 3.235 -2.362
H -4.939 5.348 -1.691
H -2.723 5.159 -1.128
F 5.732 -1.036 -0.945
C 5.646 0.205 -0.520
C 5.116 1.220 -1.314
C 5.128 2.587 -0.908
C 5.757 2.930 0.269
C 6.344 1.894 1.083
C 6.236 0.528 0.706
H 4.902 0.928 -2.331
H 4.675 3.289 -1.593
H 5.717 3.942 0.644
H 6.946 2.184 1.931
H 6.772 -0.235 1.250

***

4.
Here is a structure of composition C46H47ClLaN7OTe from the Open Molecules 2025 dataset. Energies are from ωB97M-V/def2-TZVPD.

Values from the calculation:
spin multiplicity: 2
net charge: +1
maximum force: 0.021 Eh/bohr
LUMO energy (spin up / spin down): -2.9 / -3.0 eV
Kohn-Sham gap (spin up / spin down): 0.182 / 0.283 Eh
energy: -81615.159 eV

Geometry (Å):
La -1.715 -0.323 0.570
C 0.524 -1.715 -3.378
C -0.132 -1.671 -2.186
N -0.731 -0.549 -1.723
C -0.694 0.549 -2.540
C -0.009 0.450 -3.779
N 0.598 -0.623 -4.196
C -1.423 1.705 -2.114
C -1.329 2.962 -2.754
C -2.063 4.036 -2.321
C -2.937 3.829 -1.221
C -2.987 2.597 -0.621
N -2.221 1.547 -1.019
C -3.887 2.324 0.539
C -4.814 3.250 1.031
N -5.573 3.008 2.084
C -5.441 1.820 2.672
C -4.561 0.872 2.184
N -3.792 1.125 1.126
C -1.957 5.367 -2.973
C -0.921 5.672 -3.855
C -0.866 6.926 -4.438
N -1.751 7.889 -4.214
C -2.738 7.603 -3.377
C -2.884 6.380 -2.741
H 1.000 -2.619 -3.727
H -0.202 -2.547 -1.549
H 0.013 1.300 -4.450
H -0.670 3.062 -3.600
H -3.540 4.637 -0.849
H -4.944 4.213 0.557
H -6.052 1.620 3.541
H -4.471 -0.106 2.644
H -0.142 4.962 -4.089
H -0.062 7.167 -5.121
H -3.460 8.390 -3.202
H -3.734 6.241 -2.092
C -3.927 -4.924 1.226
C -4.030 -3.716 0.344
C -4.893 -2.673 0.663
C -4.993 -1.554 -0.153
C -4.216 -1.451 -1.302
C -3.358 -2.495 -1.635
C -3.269 -3.613 -0.818
H -4.712 -5.644 0.989
H -4.033 -4.651 2.273
H -2.970 -5.424 1.094
H -5.505 -2.745 1.553
H -5.705 -0.774 0.085
H -4.323 -0.600 -1.966
H -2.782 -2.447 -2.550
H -2.599 -4.420 -1.086
Cl -1.296 0.247 3.481
C -0.827 1.403 2.103
H 0.233 1.612 2.252
H -1.369 2.328 2.328
C -0.340 -3.599 3.167
C -0.572 -2.640 2.028
O -1.764 -2.429 1.688
N 0.386 -1.971 1.374
Te 2.165 -1.904 2.240
C 3.527 -2.794 0.893
C 4.860 -2.416 1.105
C 5.301 -1.491 2.204
C 5.832 -2.937 0.259
C 5.517 -3.819 -0.764
C 6.575 -4.364 -1.676
C 4.193 -4.202 -0.911
C 3.178 -3.713 -0.095
C 1.788 -4.217 -0.358
C 2.467 0.120 1.811
C 2.498 0.589 0.503
C 2.406 -0.301 -0.700
C 2.652 1.960 0.318
C 2.812 2.835 1.382
C 2.968 4.308 1.160
C 2.817 2.313 2.673
C 2.636 0.958 2.915
C 2.616 0.461 4.333
H -1.215 -4.236 3.273
H -0.219 -3.031 4.092
H 0.545 -4.225 3.027
H 4.963 -1.835 3.186
H 4.943 -0.471 2.060
H 6.387 -1.455 2.243
H 6.862 -2.648 0.412
H 7.561 -3.999 -1.400
H 6.382 -4.074 -2.707
H 6.592 -5.453 -1.641
H 3.931 -4.915 -1.682
H 1.829 -5.276 -0.606
H 1.353 -3.694 -1.212
H 1.109 -4.089 0.485
H 1.706 -1.123 -0.553
H 3.378 -0.734 -0.944
H 2.067 0.271 -1.561
H 2.659 2.346 -0.692
H 3.065 4.541 0.101
H 3.848 4.689 1.678
H 2.104 4.848 1.547
H 2.941 2.981 3.515
H 2.744 1.296 5.018
H 3.424 -0.250 4.528
H 1.665 -0.021 4.584